No. 1
A molecular structure, C11H19F9O4PSe2Y at a distorted geometry. Source: OMol25; level of theory: ωB97M-V/def2-TZVPD.

Cartesian coordinates (Å):
Y 0.5654 0.0047 0.4301
C 4.3133 0.0472 0.1991
Se 2.8971 0.1615 -1.1497
C 2.9021 2.1307 -1.3627
C 2.9991 2.9094 -0.0653
Se 1.5651 2.6115 1.2681
C 0.3715 4.0419 0.6950
H 5.1786 0.5865 -0.1764
H 4.5685 -1.0032 0.3000
H 3.9945 0.4388 1.1622
H 2.0066 2.3740 -1.9346
H 3.7650 2.3718 -1.9839
H 2.9659 3.9785 -0.2720
H 3.9340 2.7077 0.4501
H 0.9253 4.9724 0.7820
H -0.4702 4.0615 1.3818
H 0.0335 3.8784 -0.3217
C -4.2116 -0.3178 1.7617
O -3.1655 0.6115 1.3560
P -2.0996 0.3478 0.2310
O -3.0106 -0.2686 -0.9078
C -2.5323 -0.8131 -2.1557
O -1.6794 1.8441 -0.2342
C -2.6828 2.8219 -0.6358
H -5.1130 0.2701 1.9014
H -3.9258 -0.7809 2.7024
H -4.3801 -1.0719 0.9978
H -3.0216 -1.7702 -2.3078
H -1.4509 -0.9564 -2.1482
H -2.8061 -0.1324 -2.9584
H -2.2349 3.4527 -1.3980
H -2.9679 3.4197 0.2261
H -3.5614 2.3245 -1.0407
F 1.3140 -1.7900 2.1176
C 0.3148 -2.6960 1.7247
F 0.3972 -3.7540 2.4600
F -0.8001 -1.9939 2.0276
C 0.4129 -2.9077 0.1777
O 0.3130 -1.6839 -0.4448
C -0.7655 -3.7997 -0.3315
F -0.7103 -5.0278 0.1490
F -1.9263 -3.2284 0.0508
F -0.7421 -3.8344 -1.6576
C 1.8015 -3.5313 -0.1864
F 1.8853 -3.7369 -1.4860
F 2.7754 -2.6261 0.1420
F 2.0587 -4.6439 0.4649

Output
Relative energy (zero: lowest compared OMol25 entry of this formula, charge and spin)   39.4 kcal per mole
Total charge   +2
Gap between HOMO and LUMO   9.289 eV

=====

No. 2
C11H19N2OP in the gas phase at a distorted geometry. Source: OMol25; level of theory: ωB97M-V/def2-TZVPD.

Cartesian coordinates (Å):
C -0.1434 3.7008 0.3643
N 0.4855 2.4636 0.7511
P 0.2817 1.0833 -0.2807
O -0.1525 1.4334 -1.6011
N -1.1286 -0.1193 0.8093
C -2.0603 -0.8772 0.0495
C -1.4246 -1.7541 -1.0061
C -2.9359 -1.6897 0.9646
C -2.9856 0.0940 -0.7650
C 1.7496 0.0549 -0.2018
C 1.9676 -1.0198 0.7355
C 3.1765 -1.6779 0.9161
C 4.2605 -1.3153 0.0112
C 4.0724 -0.3102 -0.8767
C 2.8449 0.3078 -0.9888
H 0.6434 4.4037 0.3393
H -0.6163 3.4171 -0.6559
H -0.7217 4.1240 1.1458
H 0.3962 2.3493 1.6954
H -1.5336 0.6950 1.2543
H -1.0036 -1.0413 -1.7109
H -0.6297 -2.2567 -0.5679
H -2.2575 -2.4339 -1.3584
H -2.3133 -2.3648 1.4911
H -3.7934 -2.2751 0.5516
H -3.5808 -1.1313 1.7023
H -3.5202 0.6962 0.0474
H -2.4110 0.6768 -1.4680
H -3.7558 -0.4880 -1.2373
H 1.1979 -1.4024 1.4461
H 3.2218 -2.5866 1.4412
H 5.1540 -1.8878 0.2495
H 4.8088 0.0083 -1.6044
H 2.7072 1.1233 -1.6429

Output
Relative energy (zero: lowest compared OMol25 entry of this formula, charge and spin)   74.8 kcal per mole
Gap between HOMO and LUMO   9.219 eV

=====

No. 3
2 unconnected molecules or ions with the total composition C11H19N3 at a distorted geometry. Source: OMol25; level of theory: ωB97M-V/def2-TZVPD.

Cartesian coordinates (Å):
C 0.4975 3.6098 -0.1465
C 1.6510 2.6749 0.2185
C -0.6835 2.9939 -0.1588
C 0.9114 1.3249 0.2352
C 2.4853 -0.8937 0.1857
C -0.5601 1.6406 0.3620
C 1.5168 0.1523 0.1183
C -1.9713 -1.7783 1.3674
C -4.3078 -0.2495 -1.1857
C 3.9162 -1.2597 0.0306
C -2.5929 -1.0693 0.2319
N 1.3030 -1.3841 0.1681
N 4.0407 -2.5549 -0.6943
N -3.8096 -0.6695 0.1347
H 0.9219 4.5205 -0.4071
H 2.0475 2.8748 1.1355
H -1.6053 3.4282 -0.5775
H -0.9541 1.6675 1.3388
H -1.0199 0.8983 -0.2035
H -1.0723 -2.3206 0.8923
H -2.4643 -2.4999 1.9619
H -1.5481 -1.0820 2.0391
H -5.3426 -0.3462 -1.0813
H -4.1987 0.8174 -1.2902
H -3.9232 -0.6753 -1.9846
H 4.4960 -1.4771 1.0979
H 4.4545 -0.6623 -0.5941
H -2.1167 -0.9924 -0.7579
H 4.9581 -2.9718 -0.8181
H 3.8168 -2.3756 -1.6683
H 3.2878 -3.2181 -0.1934
H -4.5371 -0.7926 0.7958
H 2.4031 2.6699 -0.5525

Output
Relative energy (zero: lowest compared OMol25 entry of this formula, charge and spin)   60.9 kcal per mole
Total charge   +2
Gap between HOMO and LUMO   7.755 eV

=====

No. 4
2 unconnected molecules or ions with the total composition C11H19N5O2 at a distorted geometry. Source: OMol25; level of theory: ωB97M-V/def2-TZVPD.

Cartesian coordinates (Å):
N -4.1455 -2.8397 3.1826
C -3.1200 -3.1294 2.3413
N -3.3365 -3.8784 1.3064
C -2.1026 -3.9587 0.6644
C -1.1527 -3.2309 1.3383
C 0.3039 -3.0456 1.0312
C 1.0563 -4.1249 0.2598
C 1.2767 -3.9652 1.7586
N -1.8240 -2.6981 2.4131
H -4.0842 -1.9728 3.7026
H -5.0507 -3.1170 2.8137
H -1.9189 -4.5231 -0.2446
H 0.6123 -2.0044 0.8865
H 0.5019 -5.0062 -0.0770
H 1.8612 -3.8033 -0.4079
H 2.2280 -3.5380 2.0898
H 0.8570 -4.7309 2.4190
H -1.4380 -2.1057 3.1409
C 2.6429 1.5312 -2.0188
N 1.7336 1.0692 -0.9682
C 0.8169 1.7616 -0.2783
O 0.2038 1.1844 0.6054
C 0.4816 3.2271 -0.6053
N 0.3871 3.5195 -2.0401
C 0.2917 4.7189 -2.6083
C 0.2750 5.9631 -1.7428
O 0.2242 4.8198 -3.8222
H 2.9659 2.5565 -1.8291
H 3.5262 0.8902 -2.0469
H 2.1482 1.4799 -2.9908
H 1.8225 0.1077 -0.6746
H 1.2597 3.8470 -0.1614
H -0.4688 3.4695 -0.1290
H 0.3570 2.7393 -2.6777
H 1.2094 6.0371 -1.1907
H 0.1651 6.8358 -2.3854
H -0.5662 5.9146 -1.0545

Output
Relative energy (zero: lowest compared OMol25 entry of this formula, charge and spin)   34.0 kcal per mole
Gap between HOMO and LUMO   7.760 eV

=====

No. 5
A molecular structure, C11H19N5O9PtS. Source: OMol25; level of theory: ωB97M-V/def2-TZVPD.

Cartesian coordinates (Å):
Pt -0.7232 0.3069 0.2189
O 0.6305 -2.7947 -0.4346
C 1.8795 -2.2422 -0.7349
C 1.9851 -0.7233 -0.5836
N 0.8307 0.0836 -1.1129
C 0.1883 -0.4858 -2.3396
C -1.1224 -1.2321 -2.0606
O -1.5724 -1.9883 -2.8697
O -1.7604 -0.8614 -0.9540
C 1.2852 1.4688 -1.4005
C 0.0867 2.4220 -1.4120
O 0.2024 3.5433 -1.8307
O -1.0369 1.9006 -0.9565
H 0.3733 -2.6284 0.4843
H 2.0869 -2.5331 -1.7644
H 2.6844 -2.6671 -0.1240
H 2.8807 -0.3968 -1.1202
H 2.1010 -0.4361 0.4621
H 0.8850 -1.1187 -2.8791
H -0.0842 0.3510 -2.9829
H 1.8030 1.5075 -2.3588
H 1.9794 1.7834 -0.6220
C 2.3062 5.5263 2.6048
C 0.8635 5.5435 3.0986
C -0.1068 5.8827 1.9707
C 0.4923 4.2391 3.8050
N 0.5796 3.0764 2.9200
C -0.2902 2.6238 2.0355
N 0.2697 1.5844 1.4576
N 1.4746 1.3906 2.0198
N 1.6760 2.2977 2.8890
H 2.5730 6.4972 2.1880
H 2.4438 4.7842 1.8152
H 3.0062 5.2949 3.4086
H 0.7700 6.3089 3.8750
H -0.0091 5.1918 1.1290
H 0.1032 6.8782 1.5806
H -1.1448 5.8718 2.3099
H -0.5277 4.2691 4.1864
H 1.1664 4.0265 4.6321
H -1.2740 3.0095 1.8318
O -0.9771 0.1679 3.5843
S -1.6334 -0.6044 2.5613
O -2.5371 -1.6133 2.9770
O -0.5284 -1.1684 1.5680
O -2.2603 0.3863 1.5131

Output
Relative energy (zero: lowest compared OMol25 entry of this formula, charge and spin)   0.0 kcal per mole
Gap between HOMO and LUMO   9.532 eV

=====

No. 6
A molecular structure, C11H19NO6S4V. Source: OMol25; level of theory: ωB97M-V/def2-TZVPD.

Cartesian coordinates (Å):
V -0.3089 -0.3625 -0.2267
C -0.6772 -1.9094 2.6197
O -1.0822 -0.8595 1.7203
C -1.9854 0.0689 2.3129
C -2.6725 0.8203 1.1918
O -1.7301 1.2090 0.1744
C -1.0910 2.4875 0.3066
C 0.0886 2.4078 1.2579
O 0.7345 1.1667 0.9965
C 2.0473 1.0562 1.5637
H -0.1881 -1.4699 3.4908
H -1.5564 -2.4775 2.9242
H 0.0160 -2.5430 2.0812
H -2.7352 -0.4659 2.9010
H -1.4301 0.7286 2.9861
H -3.3796 0.1706 0.6794
H -3.1935 1.7028 1.5652
H -0.7463 2.7230 -0.6979
H -1.8197 3.2390 0.6117
H 0.7743 3.2406 1.0789
H -0.2155 2.4447 2.3082
H 2.7197 1.7645 1.0797
H 2.0047 1.2495 2.6372
H 2.3864 0.0398 1.3853
O -1.2682 -6.8107 0.3115
C -1.0569 -5.6564 0.1051
S 0.5619 -4.9123 0.2458
C 0.1022 -3.3258 -0.3218
C -1.1985 -3.1521 -0.6901
S -1.8217 -1.6597 -1.3131
S -2.2667 -4.5294 -0.5602
S 1.3034 -2.0733 -0.3814
N 2.8048 1.8757 -4.2502
C 1.4296 1.6729 -3.8184
C 1.4305 1.1628 -2.3886
O 2.5750 1.2520 -1.7640
O 0.4328 0.7086 -1.8543
H 2.9197 2.7019 -4.8199
H 3.1555 1.0846 -4.7763
H 3.2024 1.6191 -2.4458
H 0.8396 0.9859 -4.4262
H 0.8947 2.6245 -3.8007

Output
Relative energy (zero: lowest compared OMol25 entry of this formula, charge and spin)   0.0 kcal per mole
Total charge   +1
Spin multiplicity   3
Gap between HOMO and LUMO (spin up / spin down)   6.227 / 7.748 eV